Record 1
A structure of composition C33H46KN6O3PS2Si. Source: the Open Molecules 2025 dataset; level of theory: ωB97M-V/def2-TZVPD.

Summary:
LUMO level in eV: 0.17
Highest occupied orbital energy in eV: -4.7
E in eV: -105214.009
Gap between HOMO and LUMO in eV: 4.89

Structure (ORCA input):
```
! RIJCOSX wB97M-V def2-TZVPD def2/J DEFGRID3
* xyz 0 1
K 0.02313 -0.16098 -0.54123
C 2.98075 0.75947 1.05770
C 3.64947 -0.36814 1.84656
C 2.79829 -1.59226 2.11238
C 2.78900 -2.17915 3.37577
C 2.04075 -3.32804 3.57975
C 1.30440 -3.84771 2.52723
C 1.34186 -3.18155 1.31311
N 2.07640 -2.08977 1.10919
N 2.77001 0.60575 -0.39157
C 2.86418 1.88496 -1.06847
C 1.72145 2.83815 -0.81720
C 1.75610 4.10037 -1.40728
C 0.70124 4.96810 -1.19490
C -0.34465 4.56398 -0.37511
C -0.28992 3.29776 0.17587
N 0.71013 2.44397 -0.05171
C 3.57998 -0.38102 -1.08707
C 3.01542 -0.69544 -2.45278
C 3.83774 -1.18689 -3.46245
C 3.28439 -1.48712 -4.69466
C 1.92457 -1.28567 -4.88609
C 1.18090 -0.80808 -3.82117
N 1.70863 -0.51825 -2.63387
H 3.59999 1.65548 1.22073
H 2.01153 0.94561 1.52741
H 3.92094 0.05258 2.81661
H 4.58311 -0.67242 1.36256
H 3.36118 -1.74300 4.18478
H 2.02839 -3.80989 4.54920
H 0.69945 -4.73608 2.64347
H 0.76336 -3.52109 0.46089
H 2.88844 1.70466 -2.14471
H 3.80339 2.40754 -0.80881
H 2.60170 4.38157 -2.02297
H 0.69528 5.94536 -1.66109
H -1.18305 5.21888 -0.18079
H -1.05819 2.94096 0.85345
H 3.53434 -1.30845 -0.52186
H 4.63423 -0.07461 -1.19857
H 4.89393 -1.33848 -3.27797
H 3.90098 -1.87043 -5.49730
H 1.45260 -1.50268 -5.83421
H 0.11104 -0.64748 -3.91166
C 1.34737 3.21787 3.66444
C 0.27924 2.27902 4.11323
N -0.55519 1.64318 3.35981
C -1.42945 0.86745 4.09051
C -1.23350 0.92308 5.43986
S 0.06879 1.96638 5.82162
C -2.47815 0.06048 3.46000
C -3.40679 -0.64492 4.17186
S -4.43560 -1.52131 3.12189
C -3.56471 -0.86591 1.76157
N -2.59528 -0.07865 2.09498
C -3.89161 -1.27851 0.36869
H 1.39664 3.23163 2.58185
H 2.31382 2.91231 4.06837
H 1.14490 4.23077 4.01747
H -1.76364 0.40534 6.22154
H -3.53575 -0.70272 5.23973
H -4.72965 -1.97324 0.35665
H -3.01421 -1.76100 -0.07621
H -4.13940 -0.41712 -0.25279
C -3.71066 0.25248 -4.23636
O -3.62637 1.24155 -3.20930
P -2.30792 1.24523 -2.22720
O -1.18076 1.94927 -3.15463
C -1.42021 3.18555 -3.83142
O -2.76446 2.55110 -1.37991
C -3.64109 2.42042 -0.26282
H -4.58549 0.49233 -4.83690
H -3.82437 -0.74805 -3.81580
H -2.82389 0.26745 -4.87574
H -0.64766 3.28588 -4.59144
H -1.35972 4.01880 -3.13334
H -2.40177 3.19007 -4.30613
H -3.71574 3.40566 0.19501
H -3.25164 1.71094 0.47028
H -4.63730 2.11063 -0.58670
C -0.04296 -4.57610 -2.27257
Si -1.23507 -3.36993 -1.34439
C -2.60846 -3.08216 -2.67723
C -2.10777 -4.60707 -0.14360
H -0.58724 -5.34350 -2.83818
H 0.62134 -5.09806 -1.57629
H 0.59211 -4.03156 -2.97885
H -3.14427 -4.00387 -2.94115
H -2.17496 -2.67767 -3.59873
H -3.35140 -2.36017 -2.32158
H -2.57491 -5.45009 -0.66992
H -2.88759 -4.11043 0.44290
H -1.39233 -5.02327 0.57286
*
```

Computed Löwdin charges, given in elementary charges: number 1, K, carries 0.445; number 2, C, carries -0.178; number 3, C, carries -0.116; number 4, C, carries -0.279; number 5, C, carries -0.030; number 6, C, carries -0.067; number 7, C, carries -0.051; number 8, C, carries -0.123; number 9, N, carries 0.109; number 10, N, carries -0.193; number 11, C, carries -0.148; number 12, C, carries -0.254; number 13, C, carries -0.018; number 14, C, carries -0.066; number 15, C, carries -0.062; number 16, C, carries -0.147; number 17, N, carries 0.063; number 18, C, carries -0.145; number 19, C, carries -0.267; number 20, C, carries -0.019; number 21, C, carries -0.061; number 22, C, carries -0.055; number 23, C, carries -0.125; number 24, N, carries 0.061; number 25, H, carries 0.120; number 26, H, carries 0.097; number 27, H, carries 0.111; number 28, H, carries 0.118; number 29, H, carries 0.107; number 30, H, carries 0.105; number 31, H, carries 0.104; number 32, H, carries 0.038; number 33, H, carries 0.127; number 34, H, carries 0.135; number 35, H, carries 0.117; number 36, H, carries 0.110; number 37, H, carries 0.109; number 38, H, carries 0.100; number 39, H, carries 0.108; number 40, H, carries 0.132; number 41, H, carries 0.113; number 42, H, carries 0.107; number 43, H, carries 0.104; number 44, H, carries 0.102; number 45, C, carries -0.078; number 46, C, carries -0.632; number 47, N, carries 0.103; number 48, C, carries -0.322; number 49, C, carries -0.364; number 50, S, carries 1.040; number 51, C, carries -0.323; number 52, C, carries -0.364; number 53, S, carries 1.058; number 54, C, carries -0.624; number 55, N, carries 0.088; number 56, C, carries -0.090; number 57, H, carries 0.056; number 58, H, carries 0.077; number 59, H, carries 0.081; number 60, H, carries 0.068; number 61, H, carries 0.066; number 62, H, carries 0.080; number 63, H, carries 0.010; number 64, H, carries 0.058; number 65, C, carries -0.123; number 66, O, carries -0.345; number 67, P, carries 0.809; number 68, O, carries -0.362; number 69, C, carries -0.105; number 70, O, carries -0.361; number 71, C, carries -0.124; number 72, H, carries 0.086; number 73, H, carries 0.057; number 74, H, carries 0.081; number 75, H, carries 0.089; number 76, H, carries 0.070; number 77, H, carries 0.084; number 78, H, carries 0.088; number 79, H, carries 0.051; number 80, H, carries 0.087; number 81, C, carries -0.297; number 82, Si, carries 0.427; number 83, C, carries -0.307; number 84, C, carries -0.291; number 85, H, carries 0.008; number 86, H, carries -0.003; number 87, H, carries -0.014; number 88, H, carries 0.012; number 89, H, carries -0.003; number 90, H, carries -0.026; number 91, H, carries 0.011; number 92, H, carries -0.013; number 93, H, carries -0.009



Record 2
A structure of composition C8H23NO3 in a non-equilibrium geometry. Source: the Open Molecules 2025 dataset; level of theory: ωB97M-V/def2-TZVPD.

Summary:
LUMO level in eV: 0.71
Highest occupied orbital energy in eV: -8.9
E in eV: -16295.623
Gap between HOMO and LUMO in eV: 9.61

Structure (ORCA input):
```
! RIJCOSX wB97M-V def2-TZVPD def2/J DEFGRID3
* xyz 0 1
C -2.90729 0.96764 -1.50735
C -1.44638 0.68641 -1.47367
C -0.89757 -0.58623 -2.12398
O 0.34511 -0.84282 -1.64855
C 0.82255 -2.14904 -1.87023
N -0.79840 1.86030 -2.07960
H -3.50441 0.13825 -1.12832
H -3.20804 1.06488 -2.55052
H -3.04561 1.91430 -0.98506
H -1.18179 0.62843 -0.41786
H -0.95991 -0.41799 -3.19910
H -1.58227 -1.34405 -1.74319
H 1.71084 -2.24832 -1.24637
H 1.05691 -2.25639 -2.92930
H 0.04832 -2.88678 -1.65949
H 0.13466 1.60366 -2.36878
H -1.11362 2.12424 -3.00212
C -0.37599 0.64610 2.14732
C -0.69974 0.17925 3.56106
O 0.21617 0.70380 4.44816
H -0.40557 1.73530 2.17685
H -1.07271 0.18186 1.44935
H 0.65231 0.37175 1.91188
H -0.60753 -0.90568 3.61127
H -1.68556 0.51301 3.88491
H -0.19246 0.77093 5.31425
C 1.61057 -0.19480 1.16391
C 2.37826 -0.48222 -0.13023
O 3.51587 0.32775 -0.14742
H 2.30662 -0.60860 1.89355
H 0.69690 -0.78902 1.17840
H 1.49831 0.88427 1.26924
H 1.75741 -0.16226 -0.96705
H 2.77525 -1.49159 -0.02228
H 4.15865 0.06369 -0.80977
*
```

Computed Löwdin charges, given in elementary charges: number 1, C, carries -0.068; number 2, C, carries -0.437; number 3, C, carries -0.230; number 4, O, carries -0.248; number 5, C, carries -0.069; number 6, N, carries 0.039; number 7, H, carries 0.081; number 8, H, carries 0.079; number 9, H, carries 0.089; number 10, H, carries 0.102; number 11, H, carries 0.137; number 12, H, carries 0.127; number 13, H, carries 0.067; number 14, H, carries 0.098; number 15, H, carries 0.096; number 16, H, carries 0.060; number 17, H, carries 0.066; number 18, C, carries -0.123; number 19, C, carries -0.338; number 20, O, carries -0.066; number 21, H, carries 0.106; number 22, H, carries 0.083; number 23, H, carries -0.098; number 24, H, carries 0.108; number 25, H, carries 0.108; number 26, H, carries 0.085; number 27, C, carries -0.110; number 28, C, carries -0.311; number 29, O, carries -0.066; number 30, H, carries 0.127; number 31, H, carries 0.100; number 32, H, carries 0.117; number 33, H, carries 0.096; number 34, H, carries 0.110; number 35, H, carries 0.085